Record 1
Here is the molecule C3H8N2O2 from the Open Molecules 2025 dataset. Energies are from ωB97M-V/def2-TZVPD.

Lowest unoccupied orbital energy (eV): 0.657
SMILES: NC(=O)NCCO
ΔE to the lowest compared entry with this formula, charge and spin (kJ/mol): 22.5
Molar mass (g/mol): 104.1
Multiplicity: 1
Max |F| (eV/A): 0.40

Positions of all 15 atoms, in Å:
N -0.1396 1.0129 -2.3905
C -0.1990 0.1577 -1.3050
O -1.0603 -0.7130 -1.2157
N 0.7713 0.3554 -0.3669
C 0.8732 -0.4897 0.8183
C -0.3034 -0.3161 1.7853
O -1.4019 -1.1353 1.4916
H -0.9811 0.9710 -2.9480
H 0.1826 1.9538 -2.2126
H 1.5776 0.8981 -0.6326
H 1.8056 -0.2071 1.3165
H 0.9433 -1.5485 0.5377
H -0.5707 0.7554 1.8005
H 0.0254 -0.5849 2.7958
H -1.5229 -1.1097 0.5255

Record 2
Here is a cluster of 2 separate species, C7H7I2O2 in total from the Open Molecules 2025 dataset. Energies are from ωB97M-V/def2-TZVPD.

Lowest unoccupied orbital energy (eV): 1.010
ΔE to the lowest compared entry with this formula, charge and spin (kJ/mol): 117.4
Molar mass (g/mol): 376.9
Charge: -1
Multiplicity: 1
Max |F| (eV/A): 4.13

Positions of all 18 atoms, in Å:
C 0.2848 0.8925 2.3707
C 1.2079 0.0467 1.9842
C -1.0054 1.0230 1.7308
C -1.1880 0.1004 0.5781
C -0.2768 -0.1110 -0.3910
C 0.7915 0.7974 -0.8855
C -0.6415 -1.2658 -1.2759
O 1.9341 -0.8721 1.8198
O -1.8514 1.8638 1.9738
I 0.7251 2.4171 3.8260
I 1.1930 -2.6571 -4.5922
H -2.1753 -0.2638 0.5991
H 0.4177 1.1906 -1.8346
H 1.6243 0.1854 -1.1315
H 1.1509 1.4494 -0.2238
H -1.7201 -1.4696 -1.4411
H -0.2528 -2.1564 -0.8631
H -0.2180 -1.1703 -2.2438

Record 3
Here is a cluster of 2 separate species, C3H5NO2 in total from the Open Molecules 2025 dataset. Energies are from ωB97M-V/def2-TZVPD.

Lowest unoccupied orbital energy (eV): 0.844
SMILES: CC#N.O=CO
ΔE to the lowest compared entry with this formula, charge and spin (kJ/mol): 106.2
Molar mass (g/mol): 87.1
Multiplicity: 1
Max |F| (eV/A): 1.58

Positions of all 11 atoms, in Å:
C 0.8886 1.3868 -0.8181
C 0.9733 0.2216 0.0447
N 1.3661 -0.6134 0.7473
O -1.2113 -0.1339 -0.1878
C -1.5408 -1.1086 0.4682
O -0.7627 -1.8634 1.2041
H 0.2442 2.1520 -0.3828
H 0.5149 1.1272 -1.8097
H 1.9172 1.7444 -0.8773
H 0.2037 -1.4946 1.1425
H -2.5934 -1.4180 0.4688

Record 4
Here is a structure of composition F6InN3O12S6 from the Open Molecules 2025 dataset. Energies are from ωB97M-V/def2-TZVPD.

Lowest unoccupied orbital energy (eV): -8.983
ΔE to the lowest compared entry with this formula, charge and spin (kJ/mol): 572.2
Molar mass (g/mol): 655.2
Multiplicity: 1
Max |F| (eV/A): 9.44

Positions of all 28 atoms, in Å:
In 1.1799 -1.4775 -0.8071
N -0.4159 3.2658 -1.5988
S 0.2147 4.6379 -1.8348
O 1.0346 5.0655 -0.7014
O -0.3466 5.6512 -2.7326
F 1.3797 4.1804 -2.8080
S -1.9835 3.7986 -1.4636
O -2.8525 3.6651 -2.6104
O -2.2316 4.8595 -0.5373
F -2.5127 2.6110 -0.6015
N -3.1155 -4.0037 -1.8313
S -4.8152 -3.5121 -2.0413
O -5.5039 -3.0785 -0.8079
O -5.6100 -4.1440 -3.0879
F -4.5046 -2.1074 -2.7717
S -3.5258 -5.5250 -1.7040
O -3.7154 -6.2274 -2.9625
O -4.1327 -5.8861 -0.4339
F -2.0581 -5.9946 -1.3684
N 4.1223 0.0645 2.9452
S 5.6349 -0.4274 3.5220
O 5.6689 -1.4362 4.6072
O 6.7685 0.4399 3.4214
F 5.7266 -1.2288 2.1028
S 4.1050 1.3351 3.8990
O 4.9400 2.4524 3.4517
O 3.9400 1.1758 5.3382
F 2.6086 1.8459 3.4169

Record 5
Here is a cluster of 2 separate species, C4H8NOS in total from the Open Molecules 2025 dataset. Energies are from ωB97M-V/def2-TZVPD.

Lowest unoccupied orbital energy (eV): -4.933
ΔE to the lowest compared entry with this formula, charge and spin (kJ/mol): 289.9
Molar mass (g/mol): 118.2
Charge: +1
Multiplicity: 1
Max |F| (eV/A): 7.83

Positions of all 15 atoms, in Å:
C 1.0294 1.2391 0.5910
C -1.7123 -0.8874 -0.1589
C -2.8553 -1.0795 -0.8291
C 2.8326 0.1273 -0.0128
N -0.5982 -0.7035 0.1269
O 2.2183 1.1098 0.8723
S 0.0681 2.1818 1.8200
H 0.6432 0.4199 -0.0806
H -3.7511 -1.5411 -0.4037
H -2.4756 -1.7520 -1.7431
H -3.4354 -0.2459 -1.3750
H 3.1973 -0.7007 0.6525
H 3.7282 0.6493 -0.5113
H 2.0616 -0.2054 -0.6980
H -0.9508 1.3884 1.7497

Record 6
Here is the molecule C20H27NO2S from the Open Molecules 2025 dataset. Energies are from ωB97M-V/def2-TZVPD.

Lowest unoccupied orbital energy (eV): 0.694
SMILES: COc1cccc(C[C@]2(CO)CCCN(Cc3ccc(C)s3)C2)c1
ΔE to the lowest compared entry with this formula, charge and spin (kJ/mol): 1789.5
Molar mass (g/mol): 345.5
Multiplicity: 1
Max |F| (eV/A): 15.32

Positions of all 51 atoms, in Å:
C -5.5188 -4.0361 -0.0376
H -6.0536 -4.5915 0.6967
O -5.0319 -2.9758 0.4091
C -4.3325 -1.9379 -0.3734
C -3.7853 -0.6546 0.1730
C -3.0334 0.2219 -0.3496
C -2.9158 0.1209 -1.6110
C -3.4819 -1.0773 -2.5660
C -4.0958 -2.0775 -1.8245
H -4.6104 -2.8915 -2.2592
H -3.3336 -1.3587 -3.5334
H -2.3656 0.7348 -2.4937
C -2.5373 1.5179 0.2126
H -3.0587 1.4225 1.2169
H -2.5606 2.2440 -0.4788
C -0.9335 1.1941 0.8260
C -0.2007 1.1116 -0.4819
N 1.3061 1.0142 -0.1396
C 1.6004 2.1595 0.1989
C 0.9817 2.4919 1.7009
C -0.5172 2.5104 1.2982
H -0.9427 2.4690 2.4853
H -0.8496 3.2008 0.7915
H 1.3164 1.7541 2.5066
H 1.2601 3.4347 1.6807
H 2.6815 2.2192 0.4434
H 1.4158 3.2430 -0.4149
C 2.1114 0.3968 -1.4136
C 3.5749 0.3004 -0.7731
C 4.6320 0.8329 -1.2476
C 5.8194 0.2085 -0.7149
C 5.5246 -0.5603 0.1855
S 3.7586 -0.9318 0.3813
C 6.4063 -1.2263 1.2158
H 6.3527 -2.3620 1.0597
H 7.4365 -1.2570 1.0355
H 6.1314 -1.1448 2.0821
H 6.8133 0.5507 -0.5964
H 4.7587 1.5143 -2.0926
H 1.8122 -0.4809 -1.6897
H 2.0480 1.3387 -1.9852
H -0.2366 -0.0798 -0.7902
H -0.2766 1.8230 -1.2507
C -0.8357 0.0926 1.6803
H -1.1231 -0.9530 1.0111
O 0.2729 -0.2738 2.0838
H 0.9388 -0.1432 1.3931
H -1.6326 0.2112 2.5726
H -3.8454 -0.8539 1.2400
H -4.5735 -4.6752 -0.5738
H -6.2707 -3.7909 -0.8892

Record 7
Here is the molecule C5H7NO from the Open Molecules 2025 dataset. Energies are from ωB97M-V/def2-TZVPD.

Lowest unoccupied orbital energy (eV): 0.860
SMILES: O[C@H]1C=C[C@@H]2N[C@@H]21
ΔE to the lowest compared entry with this formula, charge and spin (kJ/mol): 219.1
Molar mass (g/mol): 97.1
Multiplicity: 1
Max |F| (eV/A): 2.03

Positions of all 14 atoms, in Å:
C 0.9434 -0.1463 0.3587
C 0.4152 1.2735 0.2206
C -0.8711 1.2910 -0.2046
C -1.3125 -0.1021 -0.5920
C -0.1409 -1.0108 -0.2537
H 2.5206 -1.1261 -0.2902
H 1.2845 -0.3816 1.3761
H 0.9351 2.1152 0.6406
H -1.4319 2.1871 -0.4052
H -2.0339 -0.1966 -1.4248
H -1.3275 -0.6982 1.3991
H 0.2684 -1.8019 -0.8730
N -1.4007 -1.1275 0.4614
O 2.1513 -0.2759 -0.4131

Record 8
Here is the molecule C6H6ClF from the Open Molecules 2025 dataset. Energies are from ωB97M-V/def2-TZVPD.

Lowest unoccupied orbital energy (eV): 0.767
SMILES: FC1=CCCC=C1Cl
ΔE to the lowest compared entry with this formula, charge and spin (kJ/mol): 232.7
Molar mass (g/mol): 132.6
Multiplicity: 1
Max |F| (eV/A): 8.60

Positions of all 14 atoms, in Å:
C 0.2125 1.0178 -0.0028
C 1.4165 0.9173 0.3509
C 2.2546 -0.2364 0.3766
C 1.5779 -1.3274 -0.3216
C 0.1302 -1.4127 -0.3343
C -0.5856 -0.3166 0.0150
H 2.1208 1.8858 0.2692
H 3.3283 -0.2024 0.0536
H 2.2449 -0.7846 1.4690
H 2.2396 -2.2863 -0.0307
H 1.9660 -1.4530 -1.4046
H -0.3500 -2.2680 -0.4079
F -0.2361 2.2942 -0.3796
Cl -2.3213 -0.4348 0.1744

Record 9
Here is a structure of composition C36H53N4O2P2SZr from the Open Molecules 2025 dataset. Energies are from ωB97M-V/def2-TZVPD.

Lowest unoccupied orbital energy (eV): -2.572
ΔE to the lowest compared entry with this formula, charge and spin (kJ/mol): 0.0
Molar mass (g/mol): 759.1
Charge: +1
Multiplicity: 1
Max |F| (eV/A): 0.35

Positions of all 99 atoms, in Å:
Zr 0.1454 -0.4508 1.2592
N 0.7393 0.3520 5.7161
C 0.7660 -0.2137 4.4868
S -0.7757 -0.3163 3.6562
N 1.9330 -0.5575 4.0178
N 1.8525 -1.1535 2.7490
C 2.8645 -1.9005 2.4858
C 2.9935 -2.7035 1.2888
C 4.1865 -3.4089 1.0837
C 4.3337 -4.2696 0.0182
C 3.2545 -4.4634 -0.8466
C 2.0650 -3.7884 -0.6561
C 1.9235 -2.8800 0.3955
O 0.7691 -2.2185 0.5436
H -0.1489 0.5018 6.1593
H 1.5555 0.2473 6.2969
H 3.6508 -1.9613 3.2377
H 4.9952 -3.2709 1.7899
H 5.2603 -4.8038 -0.1323
H 3.3462 -5.1541 -1.6738
H 1.2226 -3.9483 -1.3136
C 4.0403 1.5289 -2.1747
C 3.4562 0.7495 -0.9969
C 4.0651 1.1982 0.3332
P 1.6201 0.6361 -0.8517
C 0.9516 0.1026 -2.4988
C 1.7370 -1.0915 -3.0384
C 0.8099 1.2111 -3.5372
C 0.8633 2.2771 -0.5826
C 1.4600 3.5295 -0.6972
C 0.7503 4.6960 -0.4397
C 1.4041 6.0425 -0.5593
C -0.5891 4.5841 -0.0584
C -1.1866 3.3469 0.0899
C -0.4649 2.1801 -0.1586
N -1.0436 0.8832 0.0160
C -2.1143 0.5863 -0.8589
C -2.4863 1.4201 -1.9197
C -3.5141 1.0683 -2.7777
C -4.2185 -0.1248 -2.6362
C -5.3153 -0.5161 -3.5837
C -3.8451 -0.9538 -1.5875
C -2.8183 -0.6206 -0.7127
P -2.2954 -1.6819 0.6564
C -3.7389 -1.6084 1.8207
C -3.9109 -0.1353 2.2251
C -5.0808 -2.1121 1.2855
C -2.0025 -3.3902 -0.0086
C -3.1356 -4.4031 0.1308
C -1.5118 -3.3202 -1.4551
H 5.1290 1.4679 -2.1272
H 3.7722 2.5832 -2.1596
H 3.7328 1.1194 -3.1342
H 3.7224 -0.3091 -1.1284
H 3.7689 2.2170 0.5879
H 5.1530 1.1689 0.2672
H 3.7577 0.5440 1.1497
H -0.0573 -0.2476 -2.2497
H 2.7341 -0.8033 -3.3738
H 1.2148 -1.5192 -3.8958
H 1.8491 -1.8729 -2.2887
H 1.7738 1.5927 -3.8704
H 0.2264 2.0492 -3.1592
H 0.2914 0.8110 -4.4103
H 2.4952 3.6122 -1.0004
H 2.3765 5.9676 -1.0433
H 1.5513 6.4891 0.4255
H 0.7857 6.7275 -1.1384
H -1.1641 5.4805 0.1370
H -2.2199 3.2672 0.4042
H -1.9675 2.3520 -2.0836
H -3.7708 1.7410 -3.5866
H -5.6052 0.3237 -4.2125
H -6.1989 -0.8558 -3.0431
H -4.9959 -1.3290 -4.2384
H -4.3657 -1.8964 -1.4556
H -3.4439 -2.1953 2.6972
H -4.0154 0.4860 1.3339
H -3.0959 0.2559 2.8291
H -4.8257 -0.0272 2.8084
H -5.4693 -1.4280 0.5321
H -5.7893 -2.1159 2.1152
H -5.0578 -3.1144 0.8672
H -1.1664 -3.7308 0.6101
H -3.9788 -4.1697 -0.5182
H -3.4941 -4.4847 1.1578
H -2.7600 -5.3840 -0.1662
H -2.3222 -3.0560 -2.1324
H -1.1340 -4.3001 -1.7513
H -0.7115 -2.5892 -1.5820
C 2.1623 3.4981 3.1021
C 0.9409 2.6936 2.7160
O 1.3499 1.4377 2.1004
H 1.8492 4.4226 3.5866
H 2.7542 3.7527 2.2255
H 2.7905 2.9489 3.8057
H 0.3381 3.2096 1.9746
H 0.3179 2.4615 3.5824
H 1.9540 1.0275 2.7470

Record 10
Here is the ion C3H9N4 with charge +1 from the Open Molecules 2025 dataset. Energies are from ωB97M-V/def2-TZVPD.

Lowest unoccupied orbital energy (eV): -5.963
SMILES: N/C=C\[C@@H](N)N=[NH2+]
ΔE to the lowest compared entry with this formula, charge and spin (kJ/mol): 335.5
Molar mass (g/mol): 101.1
Charge: +1
Multiplicity: 1
Max |F| (eV/A): 2.75

Positions of all 16 atoms, in Å:
C 0.9374 -0.8987 -0.6493
C 1.8857 -0.0546 -0.2089
C -0.5229 -0.6884 -0.3862
N -0.8125 0.5967 0.1697
N -0.9997 -1.4963 0.7115
N -1.7453 1.2875 -0.3332
N 1.6687 1.0480 0.5316
H 1.1900 -1.7768 -1.2143
H 2.9152 -0.2270 -0.4893
H -1.1133 -0.9161 -1.2882
H -0.4032 -1.4887 1.5307
H -1.9822 -1.4129 0.9390
H -2.0948 2.0731 0.2078
H -2.1601 1.0942 -1.2530
H 2.4544 1.6340 0.7615
H 0.7826 1.2260 0.9707

Record 11
Here is the molecule C6H11FO3 from the Open Molecules 2025 dataset. Energies are from ωB97M-V/def2-TZVPD.

Lowest unoccupied orbital energy (eV): 0.915
SMILES: C=C(F)C(OC)(OC)OC
ΔE to the lowest compared entry with this formula, charge and spin (kJ/mol): 316.6
Molar mass (g/mol): 150.1
Multiplicity: 1
Max |F| (eV/A): 3.90

Positions of all 21 atoms, in Å:
C -2.2828 -0.2037 1.7855
C -1.8753 -0.1182 0.4959
C 0.1225 -0.3036 -2.0736
C -0.1756 2.4794 0.6928
C 1.8208 -0.9809 0.6668
C -0.2695 0.1451 0.2156
O -0.0935 0.6784 -1.0765
O 0.0862 1.0704 1.1613
O 0.3994 -1.0755 0.4090
F -2.5733 -0.3862 -0.5839
H -3.3007 -0.1485 2.0436
H -1.5896 -0.4016 2.5202
H 0.7213 0.3149 -2.8946
H -0.8821 -0.5560 -2.4658
H 0.5909 -1.1878 -1.6108
H -1.1281 2.5012 0.1791
H 0.6126 2.7562 -0.1333
H -0.2493 3.0661 1.7359
H 2.3826 -0.5761 -0.1871
H 1.9052 -2.0941 0.8133
H 2.0306 -0.5491 1.6224

Record 12
Here is a structure of composition C28H26F3I2LuN4O3S from the Open Molecules 2025 dataset. Energies are from ωB97M-V/def2-TZVPD.

Lowest unoccupied orbital energy (eV): -0.533
ΔE to the lowest compared entry with this formula, charge and spin (kJ/mol): 155.2
Molar mass (g/mol): 984.4
Multiplicity: 1
Max |F| (eV/A): 4.12

Positions of all 68 atoms, in Å:
Lu 0.1626 -0.6162 -0.1363
C 4.4093 -0.0001 -1.0885
C 2.9452 0.2860 -1.2718
O 2.1808 -0.6564 -0.9014
C 2.5060 1.4985 -1.8426
C 3.4505 2.4519 -2.3488
C 3.0683 3.6713 -2.6981
C 1.7063 4.1193 -2.6508
C 0.7695 3.2311 -2.1476
C 1.1314 1.9456 -1.6318
O 0.3058 1.2980 -0.7772
H 4.5803 -1.0459 -1.0523
H 4.7867 0.4862 -0.1198
H 5.0851 0.5041 -1.8246
H 4.5024 2.1355 -2.4464
H 3.7561 4.4158 -3.1473
H 1.5029 5.1222 -3.0536
H -0.2978 3.5311 -2.0039
I 1.9159 -4.9691 -2.6814
C 0.0548 -4.7739 -1.7647
C -1.0375 -5.6592 -2.0142
C -2.3046 -5.4390 -1.4894
I -3.8478 -6.8008 -2.0666
C -2.5905 -4.2692 -0.7361
C -3.8451 -3.9812 -0.1587
C -3.9233 -2.8849 0.7594
C -2.8018 -2.0700 0.9225
N -1.6724 -2.2168 0.2363
C -1.5550 -3.3404 -0.4772
C -0.3121 -3.5877 -1.0866
O 0.5939 -2.6555 -0.9334
H -0.8440 -6.5958 -2.5555
H -4.7492 -4.5522 -0.4003
H -4.8017 -2.6213 1.2720
H -2.8118 -1.2962 1.6637
F -0.9494 -2.0026 -3.5166
C -1.6611 -0.8441 -3.4026
F -1.4494 -0.4763 -2.0136
F -2.9694 -1.2091 -3.4512
N 0.6728 -1.7609 1.9714
C 1.9788 -1.3918 2.3970
C 2.1376 -0.1037 3.0971
C 3.4195 0.4643 3.1594
C 4.5400 -0.2694 2.6824
C 4.3588 -1.5967 2.3287
C 3.1047 -2.1728 2.1633
H 0.6223 -2.7880 1.8535
H 0.0250 -1.4039 2.6176
H 1.2742 0.4714 3.4049
H 3.5878 1.4470 3.6150
H 5.5506 0.1138 2.8990
H 5.2318 -2.2057 2.0844
H 3.0765 -3.2031 1.8334
S -1.2076 0.9402 1.9615
C -2.1439 2.3765 1.6175
N -1.9867 3.0088 0.4323
C -2.7264 4.2172 -0.0170
C -3.9942 4.4587 0.8798
C -3.5845 4.2286 2.3652
N -2.9099 2.9152 2.5404
H -1.3319 2.4752 -0.1759
H -3.0183 3.9265 -1.0161
H -1.9835 5.0229 -0.0491
H -4.7268 3.6770 0.6047
H -4.4124 5.4854 0.6905
H -4.4753 4.1730 3.0289
H -2.9647 5.0188 2.7362
H -3.1044 2.3428 3.3310

What are the HOMO level values for these records? In order: -9.77; -3.62; -10.16; -10.36; -14.79; -8.11; -9.19; -8.68; -9.87; -12.17; -9.26; -5.53 eV.
What are the DFT total energy values for these records? In order: -379.1324; -1016.8219; -322.5339; -4245.0154; -685.0163; -1381.1006; -324.6410; -792.1592; -2901.0517; -338.3931; -560.6728; -4056.1339 a.u..
What are the HOMO-LUMO gap values for these records? In order: 10.4260; 4.6323; 11.0015; 1.3817; 9.8546; 8.8027; 10.0505; 9.4481; 7.2962; 6.2028; 10.1752; 4.9931 eV.